Entry A
The following is a quantum chemistry calculation of one molecule with the formula C22H24N4O4S, from OMol25.

The HOMO-LUMO gap is 7.848 eV. As for the structure (SMILES): COc1ccc(C(=O)N/C(=C/c2cccs2)C(=O)NCCCn2ccnc2)cc1OC. As for the LUMO energy: 0.12 eV.

Each atom is followed by the atoms it is bonded to, with distances in Å.
Atoms and positions in Å:
1 C -0.062 4.050 -6.911  O2 1.406, H32 1.089, H33 1.095, H34 1.095
2 O 0.677 2.859 -6.799  C1 1.406, C3 1.356
3 C 0.689 2.212 -5.607  O2 1.356, C4 1.386, C29 1.416
4 C 0.035 2.634 -4.461  C3 1.386, C5 1.387, H35 1.078
5 C 0.099 1.897 -3.287  C4 1.387, C6 1.386, H36 1.080
6 C 0.827 0.718 -3.245  C5 1.386, C7 1.487, C28 1.399
7 C 0.977 -0.139 -2.040  C6 1.487, O8 1.219, N9 1.364
8 O 1.892 -0.934 -1.922  C7 1.219
9 N 0.012 0.044 -1.093  C7 1.364, C10 1.390, H37 1.016
10 C -0.185 -0.612 0.116  N9 1.390, C11 1.350, C17 1.498
11 C 0.556 -1.665 0.522  C10 1.350, C12 1.435, H38 1.083
12 C 0.374 -2.560 1.629  C11 1.435, C13 1.373, S16 1.753
13 C 1.361 -3.344 2.174  C12 1.373, C14 1.407, H39 1.076
14 C 0.904 -4.211 3.184  C13 1.407, C15 1.357, H40 1.075
15 C -0.434 -4.115 3.391  C14 1.357, S16 1.717, H41 1.071
16 S -1.168 -2.951 2.364  C12 1.753, C15 1.717
17 C -1.311 0.053 0.847  C10 1.498, O18 1.221, N19 1.346
18 O -2.170 0.674 0.241  C17 1.221
19 N -1.225 0.026 2.190  C17 1.346, C20 1.442, H42 1.007
20 C -2.278 0.498 3.055  N19 1.442, C21 1.531, H43 1.092, H44 1.096
21 C -1.807 1.620 3.984  C20 1.531, C22 1.536, H45 1.090, H46 1.091
22 C -0.571 1.230 4.808  C21 1.536, N23 1.438, H47 1.093, H48 1.096
23 N -0.711 -0.060 5.428  C22 1.438, C24 1.367, C27 1.354
24 C -1.657 -0.429 6.344  N23 1.367, C25 1.365, H49 1.070
25 C -1.435 -1.750 6.606  C24 1.365, N26 1.358, H50 1.071
26 N -0.380 -2.197 5.876  C25 1.358, C27 1.303
27 C 0.027 -1.170 5.184  N23 1.354, N26 1.303, H51 1.073
28 C 1.507 0.297 -4.393  C6 1.399, C29 1.379, H52 1.078
29 C 1.447 1.017 -5.568  C3 1.416, C28 1.379, O30 1.358
30 O 2.067 0.677 -6.728  C29 1.358, C31 1.407
31 C 2.847 -0.494 -6.744  O30 1.407, H53 1.089, H54 1.095, H55 1.095
32 H 0.066 4.378 -7.942  C1 1.089
33 H -1.126 3.885 -6.713  C1 1.095
34 H 0.317 4.825 -6.236  C1 1.095
35 H -0.534 3.550 -4.466  C4 1.078
36 H -0.408 2.283 -2.416  C5 1.080
37 H -0.750 0.687 -1.290  N9 1.016
38 H 1.397 -1.923 -0.111  C11 1.083
39 H 2.387 -3.281 1.860  C13 1.076
40 H 1.542 -4.879 3.733  C14 1.075
41 H -1.042 -4.643 4.096  C15 1.071
42 H -0.496 -0.525 2.614  N19 1.007
43 H -3.079 0.866 2.409  C20 1.092
44 H -2.659 -0.343 3.645  C20 1.096
45 H -1.559 2.504 3.397  C21 1.090
46 H -2.632 1.875 4.651  C21 1.091
47 H 0.311 1.196 4.164  C22 1.093
48 H -0.400 1.989 5.580  C22 1.096
49 H -2.382 0.260 6.724  C24 1.070
50 H -1.962 -2.404 7.271  C25 1.071
51 H 0.864 -1.182 4.513  C27 1.073
52 H 2.079 -0.614 -4.317  C28 1.078
53 H 3.250 -0.563 -7.753  C31 1.089
54 H 2.243 -1.382 -6.532  C31 1.095
55 H 3.671 -0.438 -6.026  C31 1.095

=====

Entry B
The following is a quantum chemistry calculation of one molecule with the formula C22H24N4O4S, from OMol25.

The HOMO-LUMO gap is 8.103 eV. As for the structure (SMILES): COc1ccc(-c2nnc(SCC(=O)N3CCN(c4ccccc4)CC3)o2)cc1OC. As for the LUMO energy: 0.67 eV.

Each atom is followed by the atoms it is bonded to, with distances in Å.
Atoms and positions in Å:
1 C -6.682 -2.188 -0.472  O2 1.407, H32 1.094, H33 1.094, H34 1.089
2 O -5.844 -1.060 -0.408  C1 1.407, C3 1.368
3 C -4.504 -1.237 -0.197  O2 1.368, C4 1.392, C29 1.413
4 C -3.922 -2.494 -0.058  C3 1.392, C5 1.381, H35 1.078
5 C -2.563 -2.650 0.133  C4 1.381, C6 1.390, H36 1.079
6 C -1.748 -1.526 0.189  C5 1.390, C7 1.439, C28 1.392
7 C -0.326 -1.639 0.378  C6 1.439, N8 1.297, O27 1.366
8 N 0.537 -0.671 0.410  C7 1.297, N9 1.344
9 N 1.750 -1.213 0.612  N8 1.344, C10 1.300
10 C 1.575 -2.498 0.684  N9 1.300, S11 1.720, O27 1.345
11 S 2.800 -3.683 0.910  C10 1.720, C12 1.825
12 C 4.231 -2.566 0.730  S11 1.825, C13 1.527, H37 1.085, H38 1.090
13 C 4.114 -1.825 -0.600  C12 1.527, O14 1.216, N15 1.347
14 O 3.912 -2.451 -1.623  C13 1.216
15 N 4.302 -0.491 -0.587  C13 1.347, C16 1.454, C26 1.450
16 C 4.395 0.330 0.610  N15 1.454, C17 1.534, H39 1.094, H40 1.097
17 C 4.204 1.803 0.228  C16 1.534, N18 1.439, H41 1.095, H42 1.089
18 N 2.990 1.988 -0.522  C17 1.439, C19 1.388, C25 1.457
19 C 1.786 2.273 0.106  N18 1.388, C20 1.396, C24 1.400
20 C 1.643 2.372 1.492  C19 1.396, C21 1.382, H43 1.079
21 C 0.426 2.704 2.057  C20 1.382, C22 1.383, H44 1.081
22 C -0.682 2.947 1.267  C21 1.383, C23 1.385, H45 1.079
23 C -0.554 2.860 -0.109  C22 1.385, C24 1.380, H46 1.081
24 C 0.658 2.532 -0.682  C19 1.400, C23 1.380, H47 1.079
25 C 2.942 1.191 -1.741  N18 1.457, C26 1.530, H48 1.098, H49 1.095
26 C 4.133 0.235 -1.831  N15 1.450, C25 1.530, H50 1.091, H51 1.094
27 O 0.283 -2.849 0.551  C7 1.366, C10 1.345
28 C -2.315 -0.261 0.063  C6 1.392, C29 1.388, H52 1.078
29 C -3.679 -0.092 -0.126  C3 1.413, C28 1.388, O30 1.359
30 O -4.064 1.206 -0.244  C29 1.359, C31 1.411
31 C -5.423 1.585 -0.223  O30 1.411, H53 1.090, H54 1.092, H55 1.092
32 H -6.412 -2.845 -1.305  C1 1.094
33 H -6.667 -2.757 0.463  C1 1.094
34 H -7.684 -1.794 -0.636  C1 1.089
35 H -4.538 -3.377 -0.105  C4 1.078
36 H -2.139 -3.637 0.233  C5 1.079
37 H 4.281 -1.929 1.606  C12 1.085
38 H 5.097 -3.227 0.692  C12 1.090
39 H 3.585 0.055 1.292  C16 1.094
40 H 5.368 0.185 1.097  C16 1.097
41 H 5.045 2.151 -0.381  C17 1.095
42 H 4.183 2.418 1.127  C17 1.089
43 H 2.471 2.171 2.153  C20 1.079
44 H 0.345 2.762 3.134  C21 1.081
45 H -1.633 3.195 1.714  C22 1.079
46 H -1.408 3.050 -0.743  C23 1.081
47 H 0.734 2.489 -1.757  C24 1.079
48 H 2.947 1.842 -2.625  C25 1.098
49 H 2.020 0.601 -1.743  C25 1.095
50 H 3.953 -0.503 -2.615  C26 1.091
51 H 5.057 0.772 -2.068  C26 1.094
52 H -1.686 0.613 0.115  C28 1.078
53 H -5.411 2.675 -0.212  C31 1.090
54 H -5.930 1.220 0.673  C31 1.092
55 H -5.957 1.236 -1.109  C31 1.092

=====

Question: of the structures shown, which is the most stable? Reply: entry A.